1.
{"formula": "C27H41GeLaN8O3S3Se", "method": "ωB97M-V/def2-TZVPD", "total_charge": 1, "homo_energy_ev": [-10.47, -10.48], "e_above_lowest_kj_mol": 0.00, "gap_ev": [6.99, 5.01], "e_tot_ev": -201952.7521, "lumo_ev": [-3.481, -5.467], "spin_multiplicity": 2, "symbols": ["La", "C", "C", "C", "C", "O", "Ge", "O", "C", "C", "C", "C", "O", "C", "C", "C", "C", "H", "H", "H", "H", "H", "H", "H", "H", "H", "H", "H", "H", "H", "H", "H", "H", "H", "H", "H", "H", "H", "H", "H", "H", "H", "H", "H", "S", "C", "C", "N", "C", "S", "C", "N", "C", "C", "N", "N", "C", "S", "N", "N", "H", "H", "H", "H", "H", "H", "C", "N", "C", "Se", "N", "C", "C", "C", "C", "C", "C", "H", "H", "H", "H", "H", "H", "H", "H"], "xyz": [[-0.6407, 0.0150, 0.0192], [-3.0541, 1.4097, -3.0034], [-1.5784, 1.9269, -3.0775], [-1.3579, 3.3671, -3.4489], [-0.6585, 1.0178, -3.8517], [-1.2113, 1.8235, -1.6630], [-1.2140, 3.3481, -0.4146], [-1.8051, 1.8174, 0.9220], [-2.7664, 1.9944, 1.9853], [-3.0025, 0.6931, 2.7297], [-2.0936, 3.0173, 2.8986], [-4.0808, 2.4524, 1.3551], [0.5482, 3.0549, -0.1353], [1.6638, 4.0657, 0.0432], [1.1910, 5.5180, -0.2987], [2.8785, 3.7192, -0.9089], [2.1375, 3.8067, 1.5162], [-3.4188, 1.4633, -4.0119], [-3.0639, 0.4203, -2.5952], [-3.6057, 2.1245, -2.3453], [-1.5217, 3.4231, -4.5507], [-2.0764, 4.0047, -2.9664], [-0.2927, 3.6157, -3.3320], [-1.0413, 0.7867, -4.8956], [0.3956, 1.4349, -3.8979], [-0.6129, 0.0398, -3.3535], [-2.0550, 0.0895, 2.6600], [-3.0973, 0.9317, 3.7982], [-3.8434, 0.0622, 2.3468], [-1.1237, 2.7108, 3.3481], [-1.8991, 3.9666, 2.4055], [-2.8234, 3.2638, 3.6967], [-4.2586, 1.8798, 0.4727], [-4.9610, 2.4047, 2.0511], [-4.0329, 3.5414, 1.0842], [0.9239, 5.5416, -1.3563], [0.4061, 5.8841, 0.3437], [2.0736, 6.1651, -0.1242], [2.6322, 3.9542, -1.9573], [3.7396, 4.3547, -0.6106], [3.2198, 2.6993, -0.7227], [1.3368, 4.0544, 2.2349], [2.4400, 2.7478, 1.6756], [3.0283, 4.4246, 1.7063], [-0.5351, -2.4951, 1.8662], [0.8212, -2.3086, 2.8945], [1.1400, -3.5571, 3.5635], [1.3356, -4.6289, 4.0463], [1.4777, -1.0359, 3.1335], [1.0588, 0.4385, 2.3378], [2.4329, -1.1688, 4.1603], [3.2934, -1.4676, 4.8924], [-5.6585, -3.0389, -0.1581], [-4.3634, -3.2636, -0.8751], [-4.0263, -4.3486, -1.5493], [-2.7652, -4.0797, -1.9775], [-2.3020, -2.8688, -1.6205], [-0.8018, -2.2088, -1.9982], [-3.3234, -2.3534, -0.8418], [-3.2602, -1.2133, -0.0330], [-5.5791, -2.6737, 0.8746], [-6.2596, -3.9894, -0.1219], [-6.2429, -2.3770, -0.7781], [-2.2514, -4.7442, -2.5614], [-3.6538, -1.3739, 0.8762], [-3.7940, -0.4674, -0.4375], [5.4729, -1.4761, -1.5839], [4.3635, -2.1983, -0.9061], [3.0539, -1.7839, -0.7714], [2.3182, -0.3227, -1.6971], [2.4006, -2.7690, -0.0928], [3.2807, -3.7237, 0.4191], [3.1045, -4.8800, 1.1395], [4.2502, -5.6497, 1.4880], [5.4931, -5.2570, 1.0282], [5.6353, -4.2096, 0.0847], [4.5734, -3.3820, -0.1154], [6.3828, -1.5985, -0.9634], [5.1933, -0.4353, -1.5394], [5.6452, -1.8950, -2.5719], [1.4141, -2.7116, 0.1503], [2.1039, -5.2150, 1.4094], [4.1769, -6.4301, 2.2083], [6.3914, -5.8655, 1.3125], [6.5789, -4.0092, -0.4629]], "forces_ev_per_a": [[0.67, 0.86, -1.01], [1.07, 2.43, -0.57], [-0.37, -0.64, 2.30], [-0.23, -0.62, -2.32], [0.63, -0.64, -1.06], [0.72, -0.59, 0.90], [-0.36, 0.04, -0.15], [-0.12, -0.70, -0.52], [0.79, 0.77, -0.58], [1.21, -1.00, 0.07], [-0.86, 0.45, 1.18], [-0.44, 2.16, 1.34], [1.26, 0.51, -0.12], [-0.04, -1.18, 0.35], [1.43, -1.10, 0.60], [-0.67, 0.67, 0.92], [-0.06, 0.48, -0.66], [-0.83, -0.34, -0.41], [-0.02, -0.69, 0.06], [0.22, -0.66, -0.53], [-0.07, 0.29, 0.59], [0.05, 0.58, 0.26], [-0.47, 0.17, 0.44], [0.50, 0.57, 1.09], [-1.25, -0.44, -0.05], [0.08, 0.27, -0.14], [-0.73, 0.27, 0.23], [-0.45, -0.40, -0.31], [0.46, 0.71, 0.44], [-0.76, -0.28, -0.32], [-0.07, 0.00, -0.41], [0.57, -0.08, -0.04], [-0.30, -0.46, -0.66], [0.84, -0.30, -0.51], [0.10, -0.97, -0.07], [-0.14, 0.20, 0.11], [-0.45, -0.02, 0.10], [-0.47, -0.19, -0.27], [0.14, -0.46, 0.34], [-0.59, -0.12, -0.20], [-0.32, -0.09, -0.43], [0.35, -0.04, -0.26], [-0.31, 0.72, -0.37], [-0.33, -0.07, 0.17], [0.53, 0.21, -0.02], [-0.93, 0.52, -0.49], [1.00, -3.11, 1.77], [-0.73, 4.11, -1.82], [-1.73, -0.74, -1.01], [0.99, -1.36, 1.31], [2.63, -0.24, 1.49], [-1.63, 0.74, -1.10], [-0.50, -1.37, -0.28], [-0.17, -1.58, 0.40], [-0.54, 1.58, 0.86], [0.48, 0.55, -0.39], [0.04, -0.36, 0.63], [-0.08, -0.03, 0.17], [-0.16, -0.81, -0.49], [0.98, 0.08, -0.77], [0.18, 0.04, -0.41], [0.87, 0.80, -0.07], [-0.33, 0.58, 0.09], [-0.39, 0.42, 0.34], [0.01, -0.56, 0.48], [-0.41, 0.49, -0.51], [-0.36, -0.64, 1.42], [-0.05, -0.49, 1.08], [1.03, -1.27, -1.13], [-0.33, -0.38, 0.98], [-0.05, 0.76, 0.43], [1.61, 0.20, -1.03], [0.00, -0.72, 0.34], [-0.62, 1.91, -0.30], [1.09, -0.62, -0.81], [1.48, 0.03, 0.20], [-2.61, 0.66, -0.33], [-0.51, -0.04, -0.35], [0.09, 0.33, -0.59], [-0.13, 0.31, -0.10], [0.32, -0.03, -0.16], [0.27, 0.12, 0.17], [-0.22, -0.62, 0.17], [-0.97, 0.73, -0.40], [-0.54, -0.26, 0.73]]}

2.
{"formula": "C22H26N2O3RhSSi", "method": "ωB97M-V/def2-TZVPD", "total_charge": 0, "homo_energy_ev": [-5.75, -8.01], "e_above_lowest_kj_mol": 158.26, "gap_ev": [6.35, 5.51], "e_tot_ev": -54073.6722, "lumo_ev": [0.603, -2.500], "spin_multiplicity": 6, "symbols": ["Rh", "O", "N", "C", "C", "C", "C", "C", "S", "H", "H", "H", "H", "C", "Si", "C", "C", "H", "H", "H", "H", "H", "H", "H", "H", "H", "C", "O", "C", "C", "C", "C", "C", "C", "N", "C", "C", "C", "C", "C", "C", "C", "O", "H", "H", "H", "H", "H", "H", "H", "H", "H", "H", "H", "H", "H"], "xyz": [[0.0983, 0.0403, -0.1588], [-0.6367, 1.9966, -0.4159], [-1.4435, 2.1851, -1.4418], [-2.0176, 3.4552, -1.5770], [-2.4351, 3.9014, -2.7811], [-2.2691, 3.1275, -3.9664], [-1.6001, 1.9092, -3.8558], [-1.1786, 1.4404, -2.6340], [-0.2969, -0.0199, -2.4105], [-2.0698, 4.0245, -0.6638], [-2.8850, 4.8834, -2.8307], [-2.6134, 3.4950, -4.9196], [-1.3895, 1.3039, -4.7265], [3.1032, -1.7085, -0.5315], [1.2428, -2.0475, -0.2903], [0.9965, -3.0014, 1.3371], [0.6489, -3.1263, -1.7404], [3.6365, -2.6598, -0.5956], [3.5169, -1.1399, 0.3017], [3.2868, -1.1540, -1.4531], [1.5388, -3.9486, 1.2943], [-0.0584, -3.2144, 1.5142], [1.3737, -2.4209, 2.1790], [1.2003, -4.0688, -1.7506], [0.8166, -2.6203, -2.6916], [-0.4151, -3.3528, -1.6623], [-0.1807, 3.0231, 5.4856], [-0.4437, 2.7635, 4.1183], [-1.4957, 1.9163, 3.8674], [-2.6328, 2.4757, 3.3122], [-3.7492, 1.7118, 3.0154], [-3.7413, 0.3616, 3.3247], [-2.6177, -0.2085, 3.8918], [-1.4589, 0.5364, 4.1366], [-0.3832, -0.1375, 4.7156], [0.9798, 0.0815, 4.6737], [1.7988, 0.6542, 3.6625], [3.0621, 1.1424, 4.0428], [3.9258, 1.7497, 3.1477], [3.5636, 1.8984, 1.8196], [2.3470, 1.3866, 1.3938], [1.4784, 0.7145, 2.2581], [0.4327, 0.0573, 1.7744], [0.6435, 3.7334, 5.5069], [0.1164, 2.1227, 6.0297], [-1.0515, 3.4652, 5.9799], [-2.6087, 3.5419, 3.1314], [-4.6166, 2.1700, 2.5586], [-4.6091, -0.2528, 3.1232], [-2.6114, -1.2619, 4.1492], [-0.6617, -0.9710, 5.2068], [1.4797, -0.2329, 5.5819], [3.3368, 1.0718, 5.0888], [4.8803, 2.1222, 3.4957], [4.2151, 2.4035, 1.1195], [2.0408, 1.4733, 0.3492]], "forces_ev_per_a": [[0.33, 0.26, 1.28], [-0.51, 0.51, -0.50], [0.30, -0.07, 0.42], [-0.33, 0.75, -0.05], [0.18, -0.12, 0.52], [0.12, -0.42, -0.32], [-0.23, 0.50, -0.07], [0.62, -0.90, -0.13], [-0.32, -0.12, -0.60], [-0.04, -0.07, 0.08], [0.01, 0.02, 0.04], [0.01, 0.00, -0.02], [-0.04, -0.05, 0.02], [-0.57, 0.10, 0.08], [0.53, -0.84, -0.37], [-0.03, 0.36, -0.34], [0.11, 0.33, 0.39], [-0.03, -0.05, 0.01], [0.01, 0.03, 0.03], [0.00, 0.01, -0.01], [0.01, -0.03, -0.08], [-0.02, -0.01, 0.02], [-0.02, 0.03, 0.00], [0.03, -0.01, 0.02], [0.01, -0.04, -0.03], [-0.02, 0.00, 0.00], [0.06, 0.04, 0.20], [0.16, -0.23, -0.18], [0.07, -0.15, 0.14], [-0.02, 0.03, -0.09], [-0.03, 0.10, -0.07], [-0.06, -0.08, 0.05], [0.11, 0.07, -0.05], [-0.09, 0.09, -0.12], [0.24, 0.01, -0.13], [-0.13, -0.10, 0.17], [-0.26, 0.01, -0.64], [-0.15, 0.11, -0.01], [0.10, 0.00, 0.09], [0.02, 0.14, -0.06], [-0.41, -0.28, 0.10], [0.98, 0.31, 0.44], [-0.89, -0.19, -0.07], [-0.01, -0.01, 0.01], [-0.02, -0.02, -0.05], [-0.03, -0.01, -0.07], [-0.03, 0.03, -0.07], [0.00, 0.00, 0.03], [0.00, 0.00, 0.02], [0.01, -0.03, -0.09], [0.02, 0.00, 0.09], [0.07, -0.03, 0.00], [0.03, -0.02, 0.00], [0.00, 0.00, 0.00], [0.01, -0.01, 0.00], [0.16, 0.05, 0.00]]}

3.
{"formula": "C3H7NO", "method": "ωB97M-V/def2-TZVPD", "total_charge": 0, "homo_energy_ev": -9.21, "e_above_lowest_kj_mol": 315.05, "gap_ev": 9.29, "e_tot_ev": -6759.4851, "lumo_ev": 0.080, "symbols": ["C", "C", "N", "O", "C", "H", "H", "H", "H", "H", "H", "H"], "xyz": [[-1.2612, -0.2175, -0.0872], [0.1341, 0.3737, 0.0937], [0.4678, 1.2399, -1.0599], [0.0554, 2.3506, -0.8217], [1.1742, -0.7404, 0.3073], [-1.2833, -1.0563, -0.7877], [-1.9564, 0.5574, -0.4187], [-1.5932, -0.5740, 0.8933], [-0.0374, 1.2236, 0.7919], [1.0645, -1.5327, -0.4511], [1.0225, -1.2238, 1.2768], [2.2129, -0.4007, 0.2634]], "forces_ev_per_a": [[-0.17, -0.06, -0.11], [-0.25, 0.11, 0.27], [-0.50, 0.60, -0.10], [0.53, -0.23, -1.00], [-0.04, 0.19, 0.12], [0.03, 0.12, 0.01], [0.00, -0.12, 0.03], [0.00, -0.03, -0.19], [0.74, -1.31, 0.86], [-0.10, 0.41, 0.13], [-0.03, 0.15, -0.07], [-0.20, 0.16, 0.05]]}

4.
{"formula": "C37H34N3O5PRuS2Te2", "method": "ωB97M-V/def2-TZVPD", "total_charge": -1, "homo_energy_ev": [-4.76, -4.76], "e_above_lowest_kj_mol": 13.22, "gap_ev": [6.55, 6.07], "e_tot_ev": -101762.3700, "lumo_ev": [1.788, 1.316], "spin_multiplicity": 2, "symbols": ["Ru", "S", "C", "S", "C", "C", "N", "C", "N", "C", "C", "C", "C", "C", "O", "C", "C", "C", "C", "C", "C", "C", "O", "C", "C", "C", "N", "C", "C", "Te", "C", "C", "C", "C", "C", "C", "C", "C", "C", "C", "C", "C", "H", "H", "H", "H", "H", "H", "H", "H", "H", "H", "H", "H", "H", "H", "H", "H", "H", "H", "H", "H", "H", "H", "H", "H", "C", "C", "O", "P", "O", "Te", "O", "C", "C", "H", "H", "H", "H", "H", "H", "H", "H", "H", "H"], "xyz": [[0.4658, 0.9140, 1.2622], [1.2225, 2.8009, 2.5601], [1.6442, 1.6774, 3.8039], [1.3801, 0.0668, 3.2474], [2.1218, 2.0227, 5.0509], [2.2793, 3.3863, 5.4249], [2.4044, 4.4928, 5.7238], [2.4523, 1.0176, 6.0039], [2.7201, 0.2033, 6.7747], [-1.9867, -2.7973, -4.4071], [-1.3912, -2.2824, -3.1229], [-0.6713, -3.1090, -2.2686], [-0.1500, -2.6584, -1.0704], [0.6616, -3.6327, -0.2790], [1.3229, -4.4822, -0.8439], [0.6726, -3.5689, 1.2163], [-0.4964, -3.3432, 1.9312], [-0.4751, -3.3132, 3.3156], [0.7245, -3.4918, 3.9929], [1.8906, -3.7360, 3.2815], [1.8620, -3.7923, 1.8960], [-0.2793, -1.2960, -0.6829], [0.2683, -0.9312, 0.4258], [-0.9970, -0.4278, -1.5652], [-1.5343, -0.9610, -2.7459], [-1.2023, 1.0038, -1.3129], [-0.7171, 1.6567, -0.3164], [-0.9629, 3.0854, -0.1115], [-1.9108, 3.2960, 1.0687], [-1.6000, 1.7582, 2.5452], [-3.2407, 0.6320, 1.7837], [-4.5273, 1.1637, 1.7625], [-5.5677, 0.4444, 1.1905], [-5.3286, -0.8128, 0.6476], [-4.0519, -1.3536, 0.6908], [-3.0120, -0.6318, 1.2639], [-2.0639, 1.7407, -2.2936], [-3.4303, 1.8388, -2.0612], [-4.2342, 2.5333, -2.9547], [-3.6753, 3.1274, -4.0777], [-2.3099, 3.0228, -4.3102], [-1.5027, 2.3281, -3.4212], [-1.5563, -3.7629, -4.6732], [-1.7998, -2.1105, -5.2344], [-3.0690, -2.9291, -4.3287], [-0.4897, -4.1450, -2.5340], [-1.4244, -3.1942, 1.3946], [-1.3882, -3.1294, 3.8682], [0.7523, -3.4287, 5.0730], [2.8262, -3.8697, 3.8098], [2.7615, -3.9835, 1.3248], [-2.0803, -0.3041, -3.4104], [-1.3642, 3.5725, -1.0011], [0.0075, 3.5331, 0.1058], [-2.9541, 3.1981, 0.7687], [-1.7579, 4.2643, 1.5404], [-4.7241, 2.1448, 2.1818], [-6.5653, 0.8654, 1.1686], [-6.1390, -1.3693, 0.1939], [-3.8521, -2.3290, 0.2628], [-2.0135, -1.0410, 1.2963], [-3.8617, 1.3582, -1.1892], [-5.2993, 2.6064, -2.7740], [-4.3035, 3.6681, -4.7740], [-1.8716, 3.4809, -5.1876], [-0.4371, 2.2312, -3.5954], [4.6833, -1.9820, 1.6881], [4.4138, -1.4134, 0.3144], [3.3919, -0.4243, 0.4567], [3.0448, 0.5899, -0.7276], [1.9289, 1.4484, -0.1685], [2.6573, -0.4866, -2.7842], [4.3360, 1.5505, -0.7634], [5.2305, 1.7455, -1.8585], [4.8410, 2.9812, -2.6394], [5.4446, -2.7623, 1.6289], [3.7706, -2.4063, 2.1057], [5.0311, -1.2016, 2.3651], [4.0664, -2.1772, -0.3862], [5.3138, -0.9527, -0.1056], [5.2213, 0.8652, -2.5043], [6.2228, 1.8513, -1.4160], [3.8637, 2.8332, -3.1000], [5.5716, 3.1731, -3.4284], [4.7963, 3.8504, -1.9824]], "forces_ev_per_a": [[0.25, 0.23, -0.15], [-0.11, 0.12, -0.13], [0.01, 0.00, 0.02], [0.09, -0.06, -0.12], [-0.03, -0.04, -0.01], [0.03, 0.00, -0.01], [-0.02, 0.00, 0.01], [0.03, 0.02, 0.00], [-0.01, -0.01, 0.01], [0.00, 0.00, -0.01], [0.01, 0.05, -0.01], [0.02, -0.01, 0.04], [-0.10, -0.12, -0.02], [0.23, 0.22, 0.00], [-0.06, -0.09, -0.03], [-0.08, -0.07, -0.02], [0.01, 0.00, 0.06], [-0.01, 0.01, -0.01], [0.01, -0.02, 0.00], [-0.04, -0.04, 0.02], [-0.15, -0.10, -0.05], [-0.06, 0.12, -0.01], [-0.13, -0.01, 0.10], [-0.11, 0.01, 0.12], [0.00, -0.03, 0.03], [0.08, -0.05, 0.02], [-0.03, -0.01, -0.02], [0.00, -0.03, -0.01], [0.04, -0.05, -0.05], [-0.19, -0.10, 0.12], [-0.05, 0.11, 0.02], [0.00, 0.02, -0.03], [0.01, 0.00, 0.01], [0.00, -0.01, 0.00], [0.01, 0.01, 0.00], [-0.01, -0.06, -0.03], [0.00, 0.00, 0.01], [0.01, -0.01, -0.01], [-0.01, 0.00, 0.00], [0.00, 0.00, 0.00], [-0.01, -0.01, 0.01], [0.02, 0.01, 0.00], [0.01, 0.00, 0.00], [0.00, 0.01, 0.00], [0.00, 0.00, 0.01], [0.00, 0.00, 0.00], [-0.05, 0.04, -0.04], [0.00, 0.00, 0.00], [0.01, 0.00, 0.00], [0.00, 0.01, 0.01], [-0.10, -0.07, -0.01], [0.00, 0.00, -0.01], [-0.03, -0.01, 0.01], [0.00, -0.01, -0.02], [0.01, 0.00, 0.00], [0.02, -0.01, 0.02], [0.00, 0.00, 0.00], [0.00, 0.00, 0.00], [0.00, 0.00, 0.00], [-0.02, 0.01, 0.01], [0.14, -0.06, -0.07], [0.00, 0.00, 0.02], [0.00, 0.00, 0.00], [0.00, 0.00, 0.00], [0.00, 0.00, 0.00], [0.01, -0.01, 0.00], [0.03, 0.05, 0.06], [-0.02, -0.01, 0.02], [0.01, 0.01, -0.02], [0.13, 0.10, -0.14], [-0.05, -0.20, 0.36], [0.06, 0.03, -0.04], [0.00, -0.12, 0.07], [-0.06, 0.02, -0.02], [0.02, 0.00, -0.01], [0.01, -0.02, 0.00], [0.23, 0.20, -0.02], [0.02, 0.02, -0.01], [-0.01, -0.01, -0.01], [0.00, 0.00, 0.00], [0.00, -0.01, 0.00], [-0.01, 0.00, 0.00], [0.00, 0.00, 0.00], [0.00, 0.00, 0.00], [0.00, 0.00, 0.00]]}